(1)
82
Properties=species:S:1:pos:R:3:forces:R:3:lowdin_charge:R:1 method="wB97M-V/def2-TZVPD" total_energy_ev=-51381.0083 charge=-1 lumo_ev=2.305 molar_mass_g_mol=518.65 homo_energy_ev=-5.65
C 6.00527 1.61258 -3.10130 -0.17 -0.09 -0.68 -0.0578
C 4.56991 2.05239 -2.75721 1.24 -1.39 0.66 -0.4719
C 3.88408 0.85274 -2.05315 -0.15 0.33 -0.67 -0.1532
Al 3.25753 -0.64896 -3.27753 0.17 0.00 -0.68 0.2951
F 3.26754 -0.25724 -4.97706 -0.09 -0.23 0.92 -0.2067
C 4.37313 -2.35154 -2.97399 -0.67 0.89 0.40 -0.1841
O 3.53581 -3.54617 -2.75328 0.58 -0.11 -0.55 -0.1870
N 2.88646 -3.80003 -3.92929 0.22 -0.26 0.10 -0.0906
O 2.61233 -4.94569 -4.02789 -0.33 0.07 0.08 0.0140
C 1.34871 -1.11166 -2.66072 -0.76 -0.89 -0.28 -0.1017
C 0.30222 -0.64975 -3.57993 -0.94 1.65 0.12 -0.5230
O -0.18792 0.45687 -3.60697 0.50 -1.10 -0.15 0.0654
F -0.22107 -1.54810 -4.51461 0.86 0.11 0.77 0.0217
O 3.99689 2.43081 -3.99331 -0.32 0.45 0.44 -0.1092
C 2.61986 2.73308 -3.94461 -0.51 0.39 0.00 -0.1522
C 2.23901 3.94786 -3.09968 0.26 -0.36 -0.44 -0.1617
C 1.77321 5.06597 -3.75819 -0.14 0.12 -1.25 -0.0561
C 1.36388 6.19903 -3.10713 -0.39 0.81 0.35 -0.1019
C 1.41008 6.24880 -1.72631 -0.20 0.56 -0.59 -0.1126
C 1.88422 5.14998 -1.05849 -0.22 0.45 1.34 -0.1018
C 2.28470 4.01756 -1.71909 0.36 -0.87 0.28 -0.0390
H 5.97279 0.87914 -3.91958 -0.15 0.08 0.14 0.0814
H 6.48858 1.11233 -2.25890 0.03 0.35 0.04 0.0720
H 6.60576 2.44692 -3.48181 -0.02 -0.05 0.26 0.0735
H 4.68779 2.88960 -2.04894 -0.40 0.23 -0.35 0.1243
H 4.62399 0.45381 -1.34599 -0.25 0.05 0.07 0.0539
H 3.01358 1.19063 -1.47205 0.12 -0.14 0.01 0.0379
H 4.88935 -2.21690 -2.01687 0.09 -0.25 -0.18 0.0520
H 5.09509 -2.55374 -3.77131 0.02 -0.18 0.23 0.0524
H 1.17526 -0.63276 -1.69077 0.08 0.25 -0.28 0.0761
H 1.22644 -2.18722 -2.48428 0.28 0.07 -0.26 0.0566
H 1.97987 1.88764 -3.65436 0.35 -0.08 0.10 0.1052
H 2.33541 2.97753 -4.97217 0.12 -0.17 0.07 0.1270
H 1.69437 5.05214 -4.84350 0.11 -0.10 0.09 0.1126
H 0.97453 7.06104 -3.64109 0.09 -0.17 -0.15 0.0986
H 1.05931 7.14398 -1.22428 0.10 -0.14 0.18 0.0964
H 1.89114 5.21105 0.02716 0.17 -0.31 -0.07 0.1020
H 2.63154 3.17064 -1.13871 -0.06 0.02 -0.07 0.0980
C -3.07308 -1.64023 -2.91408 -0.19 0.02 0.01 -0.0844
C -2.65497 -2.31678 -1.61791 -0.01 0.00 -0.23 -0.2599
N -3.09872 -1.61553 -0.42452 0.06 0.05 0.25 -0.1900
C -2.46912 -2.09652 0.79089 0.24 0.01 0.11 -0.2501
C -2.75325 -3.53845 1.23044 -0.04 -0.02 0.14 -0.0875
C -4.52287 -1.35840 -0.33451 -0.22 0.15 -0.19 -0.2508
C -5.47775 -2.55892 -0.38645 -0.14 0.01 0.09 -0.0881
H -2.73854 -0.60279 -2.94437 0.03 -0.02 0.03 0.0777
H -2.62327 -2.16019 -3.75904 0.02 0.02 0.01 0.0695
H -4.15734 -1.65902 -3.05039 0.01 -0.01 -0.01 0.0624
H -1.56183 -2.35232 -1.60871 -0.01 0.00 0.19 0.1137
H -3.00008 -3.36264 -1.63602 0.03 -0.04 -0.03 0.1009
H -2.72601 -1.42173 1.61490 -0.12 0.03 -0.07 0.1010
H -1.38632 -1.99005 0.66735 -0.02 0.00 -0.14 0.1117
H -3.75163 -3.64168 1.65610 -0.02 -0.05 -0.05 0.0555
H -2.04427 -3.82962 2.00825 0.03 -0.01 -0.05 0.0530
H -2.64728 -4.25191 0.41278 -0.01 0.05 -0.03 0.0678
H -4.79697 -0.67488 -1.14260 0.09 -0.06 -0.07 0.1009
H -4.72284 -0.78862 0.57815 0.17 -0.07 0.07 0.1116
H -5.20685 -3.27026 -1.16793 0.04 0.03 0.00 0.0658
H -6.49216 -2.21257 -0.59997 0.02 0.02 -0.01 0.0673
H -5.51794 -3.08910 0.56470 0.05 -0.08 -0.05 0.0500
C -1.35309 2.19780 5.08770 -0.03 0.03 0.08 -0.0918
C -1.65738 0.76797 4.66490 -0.06 0.17 0.03 -0.2739
N -0.73686 -0.20718 5.21955 0.15 -0.18 -0.05 -0.1969
C -0.84944 -1.51801 4.60162 0.02 -0.13 -0.25 -0.2417
C -2.16411 -2.28649 4.77774 0.03 -0.12 0.07 -0.0827
C -0.60373 -0.20250 6.66453 0.05 0.22 0.23 -0.2506
C -1.86751 -0.42479 7.50617 0.02 -0.08 0.13 -0.0869
H -0.32371 2.46676 4.84672 0.01 -0.05 0.03 0.0804
H -2.01368 2.88661 4.55902 -0.01 -0.03 -0.01 0.0723
H -1.51218 2.35216 6.15657 0.02 0.01 -0.01 0.0616
H -1.58299 0.72705 3.57482 0.03 -0.19 0.02 0.1185
H -2.70566 0.54023 4.91405 -0.04 0.04 -0.03 0.0998
H -0.02539 -2.14702 4.95055 0.01 0.10 0.12 0.1132
H -0.67292 -1.39430 3.52816 -0.04 0.13 0.01 0.1053
H -2.25845 -2.70453 5.77983 -0.06 0.07 0.02 0.0546
H -2.19126 -3.12488 4.08079 0.00 0.02 0.00 0.0482
H -3.03834 -1.66650 4.57392 0.02 0.02 0.01 0.0687
H -0.16388 0.75326 6.96336 -0.06 0.04 -0.09 0.0994
H 0.14639 -0.94411 6.95266 -0.04 -0.09 -0.18 0.1134
H -2.71707 0.15415 7.14060 0.02 0.00 -0.03 0.0656
H -1.68179 -0.11298 8.53687 0.02 0.01 -0.02 0.0684
H -2.15450 -1.47487 7.54002 -0.09 0.03 -0.06 0.0519



(2)
84
Properties=species:S:1:pos:R:3:forces:R:3:lowdin_charge:R:1 method="wB97M-V/def2-TZVPD" total_energy_ev=-91890.6621 charge=+3 e_above_lowest_kj_mol=359.4 lumo_ev="-10.648 / -10.939" molar_mass_g_mol=780.15 homo_energy_ev="-14.53 / -14.45"
Co -0.53906 -0.84912 -0.87881 -1.99 0.11 1.20 0.5393
N -2.61586 -1.55348 -0.75816 1.04 0.61 -0.22 0.0724
C -3.24254 -0.77991 0.33761 0.02 0.11 0.61 -0.2729
C -4.54221 -1.39219 0.87216 0.18 0.17 -0.10 -0.1283
C -5.42869 -0.35651 1.59805 -0.04 -0.12 0.13 -0.1455
C -5.91892 -0.81497 2.97605 -0.31 -0.02 -0.14 -0.1472
N -4.83845 -0.72456 3.94128 0.37 -0.08 -0.14 0.0858
C -4.88351 -0.32600 5.20073 -0.05 0.05 0.08 -0.4193
N -3.72663 -0.19594 5.85773 0.02 -0.02 0.10 0.2114
N -6.01821 -0.02758 5.83360 -0.05 -0.06 -0.11 0.2259
C -2.15145 -0.60717 1.43964 -1.65 -0.23 -0.23 -0.5644
O -2.42242 -0.67295 2.62531 0.31 0.07 -0.24 0.0807
O -0.98682 -0.36441 0.97948 2.14 -0.22 -1.69 -0.1166
H -3.20611 -1.49741 -1.58934 0.25 -0.02 0.02 0.1286
H -2.59438 -2.54021 -0.48895 0.16 0.11 -0.15 0.1330
H -3.44297 0.22458 -0.06269 0.06 -0.13 0.07 0.1487
H -4.28591 -2.21630 1.54253 -0.01 -0.06 -0.05 0.1290
H -5.09985 -1.81454 0.03181 0.04 -0.04 0.07 0.1279
H -6.30200 -0.13693 0.98386 0.03 0.02 0.03 0.1267
H -4.88677 0.58209 1.73085 -0.03 0.06 -0.01 0.1217
H -6.27518 -1.84876 2.92277 -0.11 0.11 0.01 0.1384
H -6.75162 -0.17790 3.27770 0.03 -0.03 0.03 0.1252
H -3.90661 -0.86646 3.53474 -0.24 0.13 0.21 0.0985
H -2.86026 -0.44806 5.41247 -0.01 0.04 0.03 0.1241
H -3.70454 0.05912 6.83024 0.04 -0.03 -0.01 0.1343
H -6.92308 -0.14866 5.40967 0.11 -0.05 -0.01 0.1256
H -6.00243 0.22193 6.80869 -0.04 0.03 -0.03 0.1379
C -1.27418 2.86881 0.34943 0.13 -0.58 0.04 -0.2529
Sb -0.59902 1.79438 -1.38630 -1.07 0.93 -0.12 1.4532
C -2.27181 2.25200 -2.68526 0.14 -0.54 0.16 -0.2758
C 0.49761 3.54103 -2.31257 0.93 -0.15 -0.21 -0.2273
C 1.54465 4.13999 -1.50384 0.93 -0.11 0.06 -0.2812
C 1.20431 5.06083 -0.50862 0.16 0.21 0.29 -0.0532
C 2.16250 5.66093 0.28152 -0.03 -0.06 -0.02 -0.0403
C 3.51546 5.33941 0.11179 -0.50 -0.02 0.20 -0.0252
C 3.88313 4.42926 -0.84952 -0.36 -0.20 -0.55 -0.0257
C 2.93148 3.85340 -1.71340 -0.43 0.85 0.91 -0.2859
C 3.38954 3.06203 -2.82459 0.41 -2.26 -0.35 -0.2656
Sb 3.20412 0.81821 -2.36248 0.47 0.56 -0.12 1.2755
C 4.63770 0.19392 -3.86357 -0.25 0.22 0.19 -0.3190
C 4.58741 0.79321 -0.69333 -0.27 0.18 -0.44 -0.3190
H -1.92519 3.68686 0.05184 0.04 0.01 -0.21 0.0340
H -0.41461 3.25297 0.88967 0.09 0.02 0.02 0.0172
H -1.81566 2.19313 1.00166 -0.08 -0.03 0.12 -0.0069
H -2.64549 3.24525 -2.44230 0.09 -0.02 0.15 0.0283
H -3.07759 1.53025 -2.59014 -0.11 -0.01 -0.01 -0.0016
H -1.92028 2.24933 -3.71399 0.04 -0.04 -0.05 0.0216
H -0.33785 4.21768 -2.45223 -0.50 -0.19 0.17 0.0878
H 0.82806 3.15564 -3.26913 -0.04 -0.11 -0.09 0.0573
H 0.16628 5.32951 -0.39182 -0.18 0.09 0.10 0.1132
H 1.87196 6.37963 1.03123 -0.03 0.11 0.02 0.1166
H 4.26297 5.81820 0.72412 0.08 0.03 0.08 0.1225
H 4.92767 4.19984 -1.00363 0.08 0.01 -0.06 0.1242
H 4.45885 3.13524 -2.99773 -0.02 0.26 -0.16 0.0726
H 2.82302 3.16693 -3.74325 0.10 0.13 -0.13 0.0629
H 5.58332 0.69834 -3.68168 0.02 0.06 0.02 0.0148
H 4.27557 0.44886 -4.85540 -0.04 0.03 -0.05 0.0087
H 4.79663 -0.87931 -3.81598 -0.04 -0.10 0.07 -0.0035
H 5.57561 1.07903 -1.04184 0.08 0.04 -0.01 0.0164
H 4.63786 -0.20136 -0.26473 -0.03 -0.17 0.04 -0.0213
H 4.24926 1.49169 0.06425 -0.03 0.10 0.14 -0.0032
C 3.03920 -4.05643 1.52808 -0.06 0.24 -0.17 -0.1262
C 2.58500 -2.63407 1.82471 0.47 -0.21 0.41 -0.1429
N 1.74411 -2.14510 0.74548 -0.38 0.08 -0.28 0.1091
C 1.70144 -2.64855 -0.49737 1.10 -0.36 0.80 -0.3407
N 0.85094 -2.06214 -1.35832 -1.04 0.29 0.08 -0.0601
C 0.83649 -2.56342 -2.72647 0.22 -0.12 -0.56 -0.2149
C 1.07838 -4.06902 -2.74722 0.13 0.28 0.10 -0.1270
C 2.43579 -4.32458 -2.11657 -0.19 -0.22 -0.65 -0.1178
N 2.51566 -3.65546 -0.83076 -0.49 0.55 0.18 -0.0087
C 3.54409 -4.11034 0.09259 0.35 -0.17 0.56 -0.1103
H 2.20698 -4.74926 1.65732 0.02 -0.06 -0.01 0.1293
H 3.83793 -4.34904 2.20844 -0.06 0.03 0.00 0.1352
H 3.45380 -1.97319 1.92736 -0.12 -0.07 0.04 0.1302
H 2.02139 -2.59589 2.75929 0.02 0.05 -0.13 0.1353
H 1.06253 -1.42553 0.96211 0.25 -0.09 0.02 0.1137
H 1.61131 -2.04134 -3.30933 -0.14 -0.08 0.05 0.1100
H -0.12872 -2.32389 -3.18251 0.04 0.06 -0.03 0.1145
H 1.04958 -4.45585 -3.76482 0.00 0.03 0.03 0.1359
H 0.29849 -4.56368 -2.16292 0.01 -0.08 -0.07 0.1282
H 3.24622 -3.97328 -2.76632 -0.07 -0.05 0.04 0.1447
H 2.57993 -5.39496 -1.95708 0.04 0.10 0.06 0.1406
H 4.43938 -3.48654 -0.01631 -0.07 -0.08 -0.05 0.1444
H 3.81328 -5.13127 -0.17657 -0.02 0.08 -0.06 0.1374



(3)
77
Properties=species:S:1:pos:R:3:forces:R:3:lowdin_charge:R:1 method="wB97M-V/def2-TZVPD" total_energy_ev=-36948.8326 e_above_lowest_kj_mol=0.0 lumo_ev=-0.309 molar_mass_g_mol=530.29 homo_energy_ev=-8.84
Cs -1.89102 -0.84476 3.01089 0.00 0.31 -0.05 1.0835
B -0.11047 -0.08916 0.22827 0.05 0.63 -0.34 -0.4502
H 0.33876 0.95754 0.45965 0.78 1.09 -0.03 0.0231
H -1.23983 0.04966 0.22603 -2.16 -0.03 -0.29 -0.0325
H 0.27455 -0.44031 -0.79964 0.52 -0.46 -0.93 -0.0123
H 0.14416 -0.77578 1.08907 0.32 -1.80 1.01 -0.0522
C -0.98333 1.45769 -3.24341 0.29 0.26 -0.43 -0.6280
O -0.09386 2.22769 -2.87290 -0.65 -0.61 0.20 0.0215
N -1.27836 0.26306 -2.65050 0.56 0.88 0.13 0.1759
N -1.71323 1.75424 -4.36356 0.24 -0.31 0.57 0.1508
H -0.87060 0.14170 -1.72520 -0.32 -0.29 -0.38 0.0212
H -2.05357 -0.29310 -2.94579 -0.17 -0.10 0.04 0.0972
H -1.53217 2.64701 -4.78044 -0.20 -0.06 -0.23 0.1042
H -2.44713 1.13362 -4.63706 -0.21 0.28 -0.40 0.0875
C 2.71329 4.58135 0.40924 0.72 0.13 -0.54 -0.0876
C 1.64084 3.61488 0.01957 -0.09 -1.14 -0.51 -0.3200
O 1.96312 3.09685 -1.27814 -0.55 0.34 0.09 -0.1121
H 3.65999 4.05381 0.25455 0.08 0.04 0.50 0.0764
H 2.61568 4.97028 1.42077 0.05 -0.14 0.06 0.0731
H 2.79580 5.41724 -0.29085 -0.41 0.06 0.06 0.0749
H 0.63517 4.04467 0.04794 0.02 0.09 -0.06 0.1014
H 1.64967 2.72450 0.66332 -0.20 0.51 0.49 0.0783
H 1.18167 2.60759 -1.61462 0.44 0.34 -0.06 0.0325
C -2.56001 4.09283 0.63530 -0.83 -0.48 0.43 -0.0689
C -2.73970 2.62748 1.06210 1.09 0.41 -0.73 -0.3083
O -1.51889 2.15289 1.63157 -0.59 -0.11 0.52 -0.1754
H -3.46771 4.43693 0.13121 0.01 0.12 0.09 0.0720
H -1.72916 4.23048 -0.04915 0.17 -0.15 0.04 0.0622
H -2.41343 4.66929 1.54765 0.14 0.27 -0.16 0.0757
H -2.98600 2.02906 0.17831 -0.16 -0.14 0.07 0.1020
H -3.52922 2.52029 1.80565 -0.09 0.06 0.02 0.1047
H -1.00727 1.66817 0.96112 -0.03 0.21 0.09 -0.0140
C 4.64440 -0.35277 -2.12526 0.17 0.54 -0.35 -0.0863
C 3.30879 0.17306 -1.63778 -0.21 -0.56 -0.31 -0.3016
O 2.77208 -0.80263 -0.73457 0.00 0.53 0.34 -0.1037
H 5.13204 0.38631 -2.76910 -0.17 -0.03 -0.10 0.0729
H 4.50039 -1.26018 -2.71100 0.05 -0.09 0.09 0.0670
H 5.36355 -0.54084 -1.32783 -0.27 -0.13 0.23 0.0711
H 2.59476 0.24167 -2.47390 0.30 0.19 -0.11 0.1143
H 3.35307 1.17785 -1.20554 0.19 -0.23 0.16 0.0952
H 1.94398 -0.41109 -0.41351 0.27 -0.36 -0.04 0.0035
C -5.65935 -0.11794 0.47937 -0.76 -0.90 -0.69 -0.0707
C -4.56271 -1.10091 0.14706 1.12 -0.47 -0.26 -0.3183
O -4.61615 -2.27702 0.97704 -0.21 0.61 0.70 -0.1033
H -6.60949 -0.53861 0.13790 -0.09 -0.02 0.31 0.0786
H -5.56426 0.80436 -0.09152 0.37 0.11 0.22 0.0773
H -5.73042 0.06091 1.54968 0.13 0.16 0.01 0.0788
H -3.59415 -0.59508 0.24871 0.12 -0.05 0.20 0.0689
H -4.55040 -1.49731 -0.87163 -0.49 0.60 -0.28 0.1173
H -3.94630 -2.90405 0.69212 -0.04 0.06 -0.22 0.0717
C 0.38365 -4.43942 -3.21188 -0.27 0.68 0.29 -0.0885
C 0.80943 -3.08105 -2.61428 -0.37 -1.37 -0.27 -0.3118
O 0.07017 -2.93183 -1.40539 0.41 0.53 -0.10 -0.1064
H -0.60244 -4.35139 -3.67249 0.21 -0.02 -0.44 0.0648
H 0.22109 -5.17511 -2.42310 0.40 0.08 0.20 0.0665
H 1.16165 -4.80469 -3.88092 -0.31 -0.07 -0.27 0.0681
H 0.58583 -2.25059 -3.29057 0.04 -0.07 -0.09 0.1062
H 1.89497 -3.13585 -2.48291 -0.07 0.36 0.49 0.1046
H 0.23868 -2.01782 -1.11729 -0.12 -0.36 0.27 0.0101
C 0.46638 -3.73745 2.65708 -0.18 -1.73 0.91 -0.0704
C -0.60413 -4.71006 3.22576 0.07 1.66 -0.98 -0.2495
O -1.85589 -4.02996 2.91574 -0.20 -0.38 0.44 -0.1995
H 1.46682 -4.01562 2.99241 0.04 0.11 -0.07 0.0821
H 0.17735 -2.81196 3.14779 0.54 0.35 -0.55 0.0078
H 0.44929 -3.75836 1.56922 -0.07 0.54 -0.03 0.0795
H -0.49459 -4.72857 4.30593 -0.31 -0.34 0.05 0.1103
H -0.66626 -5.69705 2.77545 0.43 -0.17 0.21 0.1120
H -1.92680 -4.07910 1.95819 -0.10 -0.05 -0.09 0.0660
C 3.37988 1.30556 3.69466 0.27 0.21 -0.32 -0.0814
C 2.92494 0.66084 2.41774 -1.33 -0.92 -0.56 -0.2960
O 1.61167 0.08192 2.61206 0.30 0.16 0.71 -0.1534
H 3.46256 0.54082 4.46633 0.05 0.11 0.11 0.0737
H 2.70703 2.09628 4.02563 -0.13 -0.09 -0.03 0.0750
H 4.35513 1.76327 3.51350 0.07 -0.08 0.22 0.0761
H 3.56918 -0.17238 2.11824 0.33 0.30 0.03 0.1144
H 2.80609 1.32542 1.55521 0.56 0.28 0.27 0.0945
H 1.18076 -0.01922 1.74665 0.39 0.15 0.41 -0.0442